C4H28NO10S | ωB97M-V with the def2-TZVPD basis set

Structure (XYZ):
```
44
C4H28NO10S, DFT ωB97M-V with the def2-TZVPD basis set
C 0.54592 -0.39542 0.01042
C 0.82255 -1.81326 0.56896
C 0.53995 -2.89939 -0.47025
S 1.45003 -2.77102 -1.98067
N 0.28698 -2.14973 1.87612
C -1.20773 -2.17010 1.87486
O -1.75984 -0.98526 1.39104
H -0.41772 -0.30354 -0.35862
H 0.81645 0.20496 0.84814
H 1.09289 -0.10872 -0.89087
H 1.87310 -1.88783 0.83607
H 0.86175 -3.88133 -0.10044
H -0.60410 -2.95227 -0.51542
H 0.36492 -2.56374 -2.75657
H 0.49473 -1.32416 2.43501
H -1.47797 -2.88307 1.12619
H -1.54085 -2.47781 2.83422
H 1.20161 3.33522 -1.57241
H 0.24547 2.28118 -0.90908
O 0.95261 2.39200 -1.62867
H -2.01083 -1.73704 -0.90277
H -3.05465 -1.77572 -1.97502
O -2.36606 -2.30199 -1.59663
H 2.02612 0.32409 3.41396
H 1.05270 1.08090 2.44392
O 1.12299 0.55780 3.25899
H -0.13980 -0.11142 -2.90272
H 0.70399 1.11137 -3.06639
O 0.33832 0.35924 -3.56335
H -2.60670 1.37701 -1.55208
H -1.31261 1.81021 -1.08273
O -1.74350 1.04689 -1.73467
H 0.14538 2.64723 1.30317
H 1.62922 2.38882 0.79844
O 1.10133 2.67034 1.56307
H 2.88896 1.34379 -1.35340
H 2.29106 0.51993 -2.38470
O 3.12365 0.55922 -1.79604
H -1.21954 3.62570 -0.05197
H -1.35364 2.09009 1.41060
O -0.93684 2.71952 0.05159
H -0.84704 1.58340 2.91363
H -1.83138 -0.15003 1.92769
O -1.54188 1.61393 2.25942
```

Properties
Multiplicity = 2
Kohn-Sham gap (alpha / beta) = 9.3 / 4.2 eV
Net charge = 0

C34H58BFeN7O2S3Si | ωB97M-V with the def2-TZVPD basis set

Structure (XYZ):
```
107
C34H58BFeN7O2S3Si, DFT ωB97M-V with the def2-TZVPD basis set
Fe -0.23523 0.15709 -0.73442
C -4.06726 -2.24162 4.28783
C -3.39566 -1.23003 3.35781
C -3.82431 0.17948 3.77903
C -3.77202 -1.55032 1.90914
N -1.93452 -1.31988 3.47874
C -1.26133 -2.21919 4.26280
C 0.05792 -1.95233 4.14975
N 0.21252 -0.89781 3.29212
B 1.60435 -0.36717 2.93292
N 2.22767 -1.19204 1.76943
C 3.58274 -1.36057 1.73091
C 3.87488 -2.31875 0.82794
N 2.69481 -2.76652 0.29063
C 1.69344 -2.04032 0.86411
S 0.03467 -2.15284 0.52163
C 2.59660 -3.87614 -0.67198
C 1.36918 -4.73487 -0.33018
C 3.56530 -3.57625 -3.16314
C 3.79507 -4.80579 -0.46705
N 1.58618 1.16231 2.68971
C 1.52948 2.02234 3.75231
C 1.75632 3.27758 3.30362
N 1.96222 3.20498 1.94959
C 1.81365 1.90304 1.59152
S 1.85683 1.29089 0.00938
C 2.41184 4.30953 1.08732
C 1.37828 4.54191 -0.01678
C 3.77163 3.94220 0.48596
C 2.55882 5.58725 1.91250
C -1.01285 -0.53144 2.87153
S -1.31111 0.70256 1.74179
H -5.14414 -2.14810 4.17707
H -3.81596 -2.04825 5.32885
H -3.79519 -3.26192 4.02933
H -4.90717 0.24167 3.83493
H -3.46404 0.92323 3.07522
H -3.41552 0.40980 4.76174
H -4.83240 -1.37983 1.74857
H -3.54658 -2.59233 1.69090
H -3.20242 -0.92515 1.22672
H -1.75269 -2.97469 4.83420
H 0.89901 -2.43065 4.60702
H 2.30476 -0.54703 3.88162
H 4.23494 -0.79829 2.36219
H 4.83437 -2.69003 0.55347
H 0.44721 -4.25137 -0.62774
H 1.32337 -4.91871 0.74252
H 1.43736 -5.68812 -0.84798
H 3.23865 -3.04424 -4.05846
H 3.57174 -4.63810 -3.41827
H 5.52490 -3.09005 -3.82873
H 3.73966 -5.24360 0.52692
H 4.75139 -4.31106 -0.56627
H 3.75261 -5.61110 -1.19411
H 1.33769 1.67804 4.74858
H 1.78322 4.19184 3.85356
H 1.28707 3.65324 -0.63598
H 1.68541 5.37168 -0.64753
H 0.41248 4.78146 0.42499
H 3.70033 3.04069 -0.11542
H 4.50367 3.77962 1.27270
H 4.11678 4.75568 -0.14625
H 1.61391 5.87701 2.36598
H 2.87590 6.39328 1.25608
H 3.31496 5.47075 2.68449
C 0.45942 1.48189 -3.90816
O -0.12591 1.73246 -2.64613
C -1.12664 2.73235 -2.71117
C -1.70710 2.88069 -1.30635
O -2.20177 1.63637 -0.84657
C -3.60680 1.50242 -0.95483
H 1.03031 2.35110 -4.24893
H -0.31344 1.25196 -4.64968
H 1.11511 0.62423 -3.78229
H -1.91024 2.42595 -3.41964
H -0.70068 3.68517 -3.05112
H -2.49177 3.64316 -1.29114
H -0.90712 3.16682 -0.61696
H -4.10901 2.29117 -0.38546
H -3.85906 0.53660 -0.52917
H -3.93797 1.54013 -1.99724
C -0.15666 -2.07141 -4.99964
Si -0.54401 -2.28382 -3.13456
C -2.02702 -1.23719 -2.55307
C -1.07579 -4.11944 -2.95101
N 0.75791 -1.53299 -2.28206
C 2.02766 -1.87422 -2.15582
C 2.44054 -3.33457 -2.13621
C 5.00634 -3.16770 -2.86368
C 5.24285 -1.88431 -2.15381
C 4.36585 -0.89806 -1.87525
C 2.96021 -0.85257 -2.03101
H -0.96048 -2.48156 -5.60112
H 0.75110 -2.60342 -5.26536
H -0.02262 -1.03485 -5.28254
H -2.96700 -1.63472 -2.91444
H -1.95206 -0.21267 -2.90458
H -2.08106 -1.23032 -1.45804
H -1.94965 -4.29677 -3.57346
H -1.34813 -4.37687 -1.93223
H -0.30670 -4.81364 -3.28040
H 1.58573 -3.87623 -2.55003
H 5.53369 -3.96735 -2.33540
H 6.28772 -1.70047 -1.93343
H 4.79050 0.02750 -1.49821
H 2.53194 0.14136 -2.03452
```

Properties
Multiplicity = 6
Kohn-Sham gap (alpha / beta) = 7.9 / 5.9 eV
Net charge = +1
Energy relative to the best compared isomer or geometry (same formula, charge and spin) = 0.4645 eV

C4H11IOPS | ωB97M-V with the def2-TZVPD basis set

Structure (XYZ):
```
19
C4H11IOPS, DFT ωB97M-V with the def2-TZVPD basis set
C 2.34697 1.09563 -0.53990
C 2.28402 -0.50757 -0.20289
I 3.42433 -0.85029 1.63259
C 0.72889 -1.11627 -0.15549
S -0.17052 -0.16294 1.19075
P -2.30252 -0.27829 1.00663
C -2.90107 -0.21579 -0.80554
O -2.90473 1.20944 1.74249
H 3.04170 1.63290 0.23375
H 2.72606 1.19820 -1.66595
H 1.30561 1.64738 -0.51146
H 2.83576 -1.06752 -1.07547
H 0.24367 -0.94964 -1.22023
H 0.77678 -2.24585 0.17129
H 0.14130 -0.79923 2.43232
H -2.08677 0.07146 -1.59531
H -3.74466 0.62558 -0.85719
H -3.42955 -1.21871 -1.11496
H -2.31527 1.93149 1.33458
```

Properties
Kohn-Sham gap = 9.1 eV
Net charge = +1